(1)
An isolated molecule of C20H15ClN2O5 in a non-equilibrium geometry. Source: OMol25; level of theory: ωB97M-V/def2-TZVPD.

Output
SMILES ... O=C(OCC(=O)N1N=C(c2ccc(Cl)cc2)C[C@@H]1c1ccco1)c1ccco1
Molecular weight ... 398.80 g mol⁻¹
HOMO energy ... -8.4 eV
HOMO-LUMO gap ... 8.4 eV
E ... -1717.01343 hartree
Maximum force ... 0.0263 Eh/bohr

ORCA input file:
```
! RIJCOSX wB97M-V def2-TZVPD def2/J DEFGRID3
* xyz 0 1
O -0.416 -2.398 1.542
C 0.129 -2.654 0.496
O -0.506 -2.789 -0.678
C -1.909 -2.647 -0.655
C -2.493 -1.272 -0.956
O -3.669 -1.170 -1.239
N -1.711 -0.170 -0.868
N -0.389 -0.117 -0.626
C 0.022 1.098 -0.663
C 1.402 1.469 -0.447
C 1.828 2.794 -0.569
C 3.152 3.129 -0.367
C 4.067 2.141 -0.036
Cl 5.721 2.560 0.216
C 3.665 0.818 0.095
C 2.343 0.491 -0.111
C -1.082 2.088 -0.965
C -2.315 1.174 -1.025
C -3.292 1.411 0.079
C -3.216 1.127 1.412
C -4.438 1.571 1.973
C -5.155 2.090 0.942
O -4.469 1.999 -0.209
C 1.566 -2.899 0.365
C 2.541 -2.888 1.336
C 3.749 -3.188 0.678
C 3.422 -3.361 -0.638
O 2.114 -3.192 -0.834
H -2.289 -2.921 0.340
H -2.314 -3.342 -1.396
H 1.124 3.571 -0.827
H 3.478 4.153 -0.464
H 4.384 0.057 0.356
H 2.004 -0.525 -0.008
H -0.899 2.599 -1.911
H -1.170 2.833 -0.173
H -2.847 1.221 -1.979
H -2.403 0.652 1.922
H -4.734 1.506 3.000
H -6.128 2.537 0.897
H 2.389 -2.686 2.376
H 4.722 -3.269 1.116
H 4.022 -3.602 -1.494
*
```

(2)
A structure of composition C20H15CrNO5 in a non-equilibrium geometry. Source: OMol25; level of theory: ωB97M-V/def2-TZVPD.

Output
Molecular weight ... 401.34 g mol⁻¹
Expectation value of S² ... 3.82
HOMO energy (spin up / spin down) ... -1.6 / -4.5 eV
HOMO-LUMO gap (spin up / spin down) ... 3.6 / 5.3 eV
E ... -2246.22844 hartree
Maximum force ... 0.1066 Eh/bohr

ORCA input file:
```
! RIJCOSX wB97M-V def2-TZVPD def2/J DEFGRID3
* xyz -1 4
C 0.061 1.397 -3.909
C 1.222 0.769 -3.115
N 2.393 1.623 -3.701
O 3.551 1.176 -3.650
O 2.157 2.835 -3.979
H -0.871 0.920 -3.586
H 0.043 2.472 -3.665
H 0.211 1.315 -5.001
H 1.355 -0.292 -3.294
O -2.372 -0.453 5.304
C -2.521 -0.571 4.151
Cr -2.758 -0.461 2.229
C -1.409 0.826 2.280
O -0.587 1.641 2.346
C -3.972 0.945 2.738
O -4.590 1.828 3.159
C -4.033 -2.195 1.892
C -2.714 -2.595 2.179
C -1.660 -2.089 1.391
C -1.922 -1.178 0.336
C -0.875 -0.564 -0.433
C 0.028 -0.107 -1.100
C 1.211 0.558 -1.615
C 2.420 0.235 -0.756
C 3.651 0.795 -1.054
C 4.799 0.686 -0.266
C 4.684 0.011 0.925
C 3.446 -0.502 1.309
C 2.343 -0.414 0.466
C -3.235 -0.685 0.175
C -4.300 -1.186 0.948
H -4.852 -2.547 2.531
H -2.496 -3.347 2.956
H -0.619 -2.331 1.636
H 1.023 1.691 -1.924
H 3.812 1.280 -1.984
H 5.710 1.115 -0.684
H 5.563 0.003 1.564
H 3.401 -1.016 2.251
H 1.419 -0.872 0.771
H -3.390 0.136 -0.534
H -5.324 -0.852 0.713
*
```

(3)
An isolated molecule of C20H15FN2O2S. Source: OMol25; level of theory: ωB97M-V/def2-TZVPD.

Output
SMILES ... O=c1c2ccccc2nc(SCc2cccc(F)c2)n1Cc1ccco1
Molecular weight ... 366.42 g mol⁻¹
HOMO energy ... -8.3 eV
HOMO-LUMO gap ... 8.9 eV
E ... -1529.20882 hartree
Maximum force ... 0.0181 Eh/bohr

ORCA input file:
```
! RIJCOSX wB97M-V def2-TZVPD def2/J DEFGRID3
* xyz 0 1
O 2.115 2.409 1.799
C 1.319 1.871 1.057
C 0.221 2.536 0.371
C 0.012 3.907 0.537
C -1.025 4.528 -0.120
C -1.867 3.791 -0.952
C -1.675 2.440 -1.130
C -0.626 1.792 -0.469
N -0.443 0.448 -0.649
C 0.524 -0.125 -0.031
S 0.740 -1.850 -0.259
C -0.759 -2.236 -1.233
C -1.990 -2.130 -0.393
C -2.155 -2.946 0.720
C -3.281 -2.836 1.514
C -4.263 -1.906 1.213
C -4.085 -1.102 0.103
F -5.032 -0.191 -0.206
C -2.968 -1.197 -0.705
N 1.408 0.493 0.803
C 2.500 -0.240 1.418
C 3.496 -0.690 0.399
C 4.033 -0.050 -0.679
C 4.911 -0.979 -1.288
C 4.841 -2.107 -0.533
O 3.985 -1.943 0.489
H 0.681 4.450 1.187
H -1.190 5.587 0.007
H -2.679 4.286 -1.462
H -2.322 1.865 -1.772
H -0.781 -1.546 -2.073
H -0.593 -3.257 -1.579
H -1.387 -3.665 0.966
H -3.398 -3.475 2.376
H -5.148 -1.800 1.820
H -2.863 -0.548 -1.558
H 2.958 0.456 2.132
H 2.114 -1.113 1.952
H 3.831 0.953 -0.994
H 5.508 -0.821 -2.163
H 5.333 -3.056 -0.613
*
```

(4)
A structure of composition C20H16AuNO5P in a non-equilibrium geometry. Source: OMol25; level of theory: ωB97M-V/def2-TZVPD.

Output
Molecular weight ... 578.29 g mol⁻¹
HOMO energy (spin up / spin down) ... -4.2 / -4.2 eV
HOMO-LUMO gap (spin up / spin down) ... 5.3 / 5.3 eV
E ... -1679.68793 hartree
Maximum force ... 0.0780 Eh/bohr

ORCA input file:
```
! RIJCOSX wB97M-V def2-TZVPD def2/J DEFGRID3
* xyz -1 1
Au -2.144 1.006 -0.938
N -2.552 -1.057 -0.452
C -1.545 -2.029 -0.505
C -1.852 -3.397 -0.500
C -0.852 -4.346 -0.593
C 0.482 -3.961 -0.686
C 0.802 -2.615 -0.673
C -0.196 -1.646 -0.583
P 0.108 0.137 -0.502
C 0.134 0.428 1.293
C -0.099 1.741 1.707
C -0.076 2.067 3.057
C 0.159 1.080 4.004
C 0.378 -0.230 3.602
C 0.372 -0.555 2.252
C 1.874 0.383 -0.923
C 2.854 0.668 0.021
C 4.170 0.857 -0.379
C 4.519 0.763 -1.717
C 3.543 0.487 -2.667
C 2.229 0.309 -2.271
H -3.387 -1.371 -0.937
H -2.805 -0.433 0.664
H -2.890 -3.699 -0.428
H -1.114 -5.397 -0.595
H 1.265 -4.705 -0.759
H 1.839 -2.303 -0.729
H -0.333 2.506 0.973
H -0.280 3.084 3.366
H 0.154 1.327 5.058
H 0.546 -1.004 4.340
H 0.543 -1.580 1.946
H 2.588 0.744 1.067
H 4.925 1.081 0.364
H 5.547 0.913 -2.023
H 3.805 0.425 -3.715
H 1.463 0.116 -3.013
O -2.904 4.956 -1.656
C -2.922 3.747 -1.508
O -1.845 3.049 -1.228
C -4.252 2.926 -1.664
O -5.293 3.505 -1.921
O -4.129 1.644 -1.533
O -2.829 0.381 1.386
*
```

(5)
A structure of composition C20H16B3Br8O26V in a non-equilibrium geometry. Source: OMol25; level of theory: ωB97M-V/def2-TZVPD.

Output
Molecular weight ... 1394.93 g mol⁻¹
Expectation value of S² ... 0.76
HOMO energy (spin up / spin down) ... -7.9 / -7.9 eV
HOMO-LUMO gap (spin up / spin down) ... 7.8 / 3.6 eV
E ... -24339.32914 hartree
Maximum force ... 0.1027 Eh/bohr

ORCA input file:
```
! RIJCOSX wB97M-V def2-TZVPD def2/J DEFGRID3
* xyz -1 2
O 0.025 2.599 0.386
V -0.482 1.084 0.604
O -1.994 1.214 1.100
O 0.729 -1.351 5.140
C 0.433 -1.867 4.037
O 0.199 -3.145 3.797
B -0.003 -3.403 2.361
O -0.056 -2.050 1.859
C 0.235 -1.143 2.769
O 0.310 0.093 2.476
O -1.304 -4.046 2.206
C -1.051 -5.204 1.481
O -1.840 -5.960 0.949
C 0.428 -5.299 1.160
O 1.015 -4.275 1.708
O 0.914 -6.166 0.424
O 1.630 -5.409 -3.018
C 2.263 -4.414 -2.633
O 2.135 -3.762 -1.524
B 2.960 -2.565 -1.427
O 3.867 -2.697 -2.605
C 3.449 -3.708 -3.371
O 3.827 -3.926 -4.467
O 3.628 -2.511 -0.116
C 3.351 -1.361 0.505
O 3.755 -1.040 1.616
C 2.257 -0.694 -0.375
O 2.065 -1.359 -1.476
O 1.687 0.371 -0.178
O 2.060 -2.491 -6.393
C 1.067 -2.240 -5.662
O 1.087 -1.985 -4.389
B -0.325 -1.936 -3.844
O -1.121 -1.727 -5.110
C -0.332 -1.989 -6.156
O -0.746 -2.040 -7.323
O -0.743 -3.159 -3.150
C -1.222 -2.890 -1.941
O -1.442 -3.820 -1.158
C -1.054 -1.331 -1.736
O -0.615 -0.868 -2.844
O -1.242 -0.703 -0.705
Br -1.731 3.324 4.077
C -0.085 4.273 3.401
C 1.182 3.546 3.831
Br 2.725 4.354 2.814
H -0.071 5.270 3.842
H -0.210 4.455 2.334
H 1.199 2.493 3.551
H 1.360 3.717 4.893
Br 3.049 6.412 -0.663
C 1.222 5.562 -0.365
C 0.167 6.574 0.088
Br -1.602 5.696 0.402
H 1.427 4.728 0.307
H 0.890 5.106 -1.298
H 0.032 7.327 -0.689
H 0.521 7.021 1.017
Br -2.389 1.992 -1.711
C -1.839 2.409 -3.578
C -0.547 3.194 -3.499
Br 0.887 2.051 -2.753
H -2.620 3.051 -3.986
H -1.827 1.566 -4.269
H -0.641 4.096 -2.894
H -0.130 3.575 -4.431
Br -3.990 1.185 6.353
C -4.274 -0.376 5.200
C -3.437 -0.263 3.939
Br -3.571 -1.894 2.746
H -5.343 -0.423 4.991
H -4.039 -1.241 5.820
H -2.377 -0.217 4.190
H -3.744 0.609 3.362
*
```

(6)
An isolated molecule of C20H16ClF4N5O3S in a non-equilibrium geometry. Source: OMol25; level of theory: ωB97M-V/def2-TZVPD.

Output
SMILES ... O=C(Cc1cn(-c2cnc(C(F)(F)F)nc2)nc1Cl)N[C@@H]1CC[C@@H]1S(=O)(=O)c1ccc(F)cc1
Molecular weight ... 517.89 g mol⁻¹
HOMO energy ... -9.1 eV
HOMO-LUMO gap ... 8.9 eV
E ... -2529.01895 hartree
Maximum force ... 0.0868 Eh/bohr

ORCA input file:
```
! RIJCOSX wB97M-V def2-TZVPD def2/J DEFGRID3
* xyz 0 1
O -2.526 3.170 3.050
C -1.700 2.317 2.799
C -0.279 2.538 3.292
C 0.636 1.356 3.141
C 1.684 1.325 2.243
N 2.236 0.045 2.356
C 3.284 -0.505 1.549
C 3.659 0.014 0.307
N 4.585 -0.590 -0.469
C 5.146 -1.728 -0.033
C 6.164 -2.466 -0.841
F 7.319 -2.484 -0.081
F 5.827 -3.749 -1.110
F 6.439 -1.834 -2.030
N 4.768 -2.289 1.154
C 3.895 -1.675 1.949
N 1.588 -0.666 3.338
C 0.628 0.089 3.834
Cl -0.590 -0.379 4.955
N -1.967 1.373 1.847
C -3.220 1.311 1.018
C -4.110 0.105 1.224
C -3.892 -0.342 -0.209
C -3.012 0.902 -0.425
S -1.283 0.649 -0.996
O -0.578 -0.296 -0.055
O -0.594 1.987 -0.925
C -1.431 -0.053 -2.653
C -1.234 0.756 -3.810
C -1.364 0.194 -5.094
C -1.592 -1.181 -5.288
F -1.542 -1.725 -6.535
C -1.839 -1.978 -4.135
C -1.803 -1.401 -2.851
H 0.095 3.374 2.720
H -0.308 2.863 4.322
H 1.917 2.133 1.592
H 3.194 0.942 -0.066
H 3.638 -2.158 2.879
H -1.243 0.699 1.595
H -3.769 2.251 1.155
H -5.173 0.305 1.414
H -3.777 -0.666 1.953
H -4.823 -0.351 -0.825
H -3.346 -1.314 -0.246
H -3.549 1.591 -1.115
H -1.025 1.826 -3.740
H -1.170 0.806 -5.969
H -2.007 -3.056 -4.215
H -1.954 -2.036 -1.968
*
```

(7)
A structure of composition C20H16CoGeN2S3Te4 in a non-equilibrium geometry. Source: OMol25; level of theory: ωB97M-V/def2-TZVPD.

Output
Molecular weight ... 1022.51 g mol⁻¹
Expectation value of S² ... 6.03
HOMO energy (spin up / spin down) ... -10.3 / -10.3 eV
HOMO-LUMO gap (spin up / spin down) ... 5.6 / 4.5 eV
E ... -6607.33023 hartree
Maximum force ... 0.0516 Eh/bohr

ORCA input file:
```
! RIJCOSX wB97M-V def2-TZVPD def2/J DEFGRID3
* xyz 1 5
Co -0.262 -2.159 1.425
Te -2.571 -3.656 1.119
Te -1.872 -6.247 1.629
Te 0.444 -6.114 2.927
Te 1.374 -3.621 2.919
Ge -1.346 -3.186 -1.103
C -0.374 -1.489 -0.911
C 0.939 -1.633 -0.466
C 1.739 -0.523 -0.179
C 1.279 0.724 -0.409
C -0.047 0.914 -0.857
C -0.873 -0.203 -1.057
C -2.608 -3.090 -2.493
C -3.722 -3.897 -2.711
C -4.426 -3.771 -3.922
C -4.001 -2.888 -4.863
C -2.946 -2.025 -4.608
C -2.224 -2.190 -3.470
H -0.278 -4.296 -1.242
H 1.441 -2.601 -0.424
H 2.780 -0.678 0.188
H 1.955 1.600 -0.240
H -0.547 1.872 -1.001
H -1.901 -0.120 -1.391
H -4.002 -4.668 -1.984
H -5.322 -4.389 -3.992
H -4.589 -2.816 -5.725
H -2.610 -1.240 -5.333
H -1.401 -1.545 -3.261
S 4.616 1.622 2.840
C 3.035 1.342 2.765
S 2.239 -0.249 3.031
C 0.663 0.455 2.732
N 0.689 1.698 2.510
N 1.996 2.220 2.542
C 2.073 3.618 2.293
C 3.045 4.382 2.939
C 3.109 5.760 2.665
C 2.188 6.355 1.828
C 1.209 5.568 1.218
C 1.151 4.185 1.448
S -0.876 -0.406 2.669
H 3.786 3.964 3.605
H 3.888 6.314 3.076
H 2.224 7.446 1.738
H 0.489 6.111 0.584
H 0.447 3.547 0.949
*
```

(8)
A structure of composition C20H16CoN2O2S. Source: OMol25; level of theory: ωB97M-V/def2-TZVPD.

Output
Molecular weight ... 407.36 g mol⁻¹
Expectation value of S² ... 6.05
HOMO energy (spin up / spin down) ... -11.1 / -12.1 eV
HOMO-LUMO gap (spin up / spin down) ... 7.2 / 6.0 eV
E ... -2812.42292 hartree
Maximum force ... 0.0124 Eh/bohr

ORCA input file:
```
! RIJCOSX wB97M-V def2-TZVPD def2/J DEFGRID3
* xyz 1 5
Co -0.417 0.264 0.222
C -0.420 -0.702 2.236
C -1.644 -1.036 1.603
C -2.360 0.170 1.402
C -1.586 1.241 1.899
C -0.391 0.705 2.427
H 0.351 -1.400 2.523
H -1.971 -2.027 1.331
H -3.318 0.264 0.915
H -1.865 2.283 1.878
H 0.397 1.274 2.898
O -1.237 0.741 -3.844
S -1.411 0.307 -2.495
O -1.746 1.282 -1.468
N -0.032 -0.300 -1.795
C 1.180 -0.120 -2.299
C 1.554 -0.131 -3.669
C 2.894 -0.060 -4.021
C 3.882 0.054 -3.059
C 3.555 0.134 -1.674
C 4.513 0.319 -0.658
C 4.091 0.440 0.640
C 2.716 0.400 0.912
N 1.797 0.232 -0.021
C 2.216 0.069 -1.293
C -2.526 -1.029 -2.400
C -3.809 -0.756 -1.944
C -4.736 -1.787 -1.927
C -4.372 -3.057 -2.352
C -3.082 -3.312 -2.802
C -2.147 -2.293 -2.836
H 0.789 -0.237 -4.422
H 3.170 -0.105 -5.065
H 4.923 0.104 -3.352
H 5.564 0.372 -0.914
H 4.792 0.583 1.449
H 2.349 0.517 1.924
H -4.075 0.237 -1.609
H -5.744 -1.601 -1.580
H -5.101 -3.857 -2.332
H -2.808 -4.305 -3.128
H -1.140 -2.486 -3.187
*
```

(9)
A structure of composition C20H16N2O2S in a non-equilibrium geometry. Source: OMol25; level of theory: ωB97M-V/def2-TZVPD.

Output
Molecular weight ... 348.43 g mol⁻¹
HOMO energy ... -7.8 eV
HOMO-LUMO gap ... 6.7 eV
E ... -1429.78026 hartree
Maximum force ... 0.0458 Eh/bohr

ORCA input file:
```
! RIJCOSX wB97M-V def2-TZVPD def2/J DEFGRID3
* xyz 0 1
C -2.269 3.279 -2.635
C -2.198 1.790 -2.478
N -2.751 1.206 -1.402
C -3.192 -0.156 -1.394
C -3.366 -1.025 -2.455
C -3.875 -2.289 -2.165
C -4.216 -2.678 -0.860
C -4.079 -1.790 0.221
C -3.576 -0.500 -0.062
C -3.403 0.667 0.748
C -2.946 1.717 -0.092
C -2.693 3.009 0.359
C -2.846 3.216 1.724
C -3.286 2.213 2.591
C -3.584 0.915 2.131
H -2.269 3.486 -3.711
H -3.139 3.766 -2.199
H -1.371 3.734 -2.209
H -2.276 1.228 -3.409
H -3.116 -0.706 -3.483
H -4.010 -2.978 -2.981
H -4.617 -3.673 -0.671
H -4.360 -2.052 1.234
H -2.383 3.784 -0.351
H -2.603 4.201 2.077
H -3.404 2.432 3.654
H -3.936 0.122 2.773
S 0.049 1.611 -2.028
C 1.270 0.502 -2.550
C 1.751 0.517 -3.891
C 2.253 -0.622 -4.460
C 2.482 -1.764 -3.677
N 2.899 -3.007 -4.300
O 3.064 -4.021 -3.601
O 3.061 -3.056 -5.529
C 2.249 -1.702 -2.295
C 1.732 -0.568 -1.729
H 1.565 1.393 -4.502
H 2.466 -0.698 -5.515
H 2.470 -2.597 -1.730
H 1.526 -0.546 -0.664
*
```

(10)
An isolated molecule of C20H16N4O4 in a non-equilibrium geometry. Source: OMol25; level of theory: ωB97M-V/def2-TZVPD.

Output
SMILES ... O=C(Nc1ccccc1C(=O)NCc1cccnc1)c1cccc([N+](=O)[O-])c1
Molecular weight ... 376.37 g mol⁻¹
HOMO energy ... -9.2 eV
HOMO-LUMO gap ... 8.5 eV
E ... -1291.68977 hartree
Maximum force ... 0.0257 Eh/bohr

ORCA input file:
```
! RIJCOSX wB97M-V def2-TZVPD def2/J DEFGRID3
* xyz 0 1
O -0.541 -2.571 -1.191
C -0.335 -1.827 -0.260
N -1.296 -1.081 0.355
C -2.666 -1.084 0.025
C -3.335 -2.274 -0.229
C -4.695 -2.257 -0.482
C -5.400 -1.065 -0.458
C -4.736 0.124 -0.213
C -3.365 0.127 0.003
C -2.643 1.426 0.182
O -2.906 2.244 1.037
N -1.656 1.598 -0.734
C -0.798 2.764 -0.754
C 0.611 2.408 -0.362
C 1.676 2.515 -1.247
C 2.950 2.188 -0.813
C 3.107 1.753 0.494
N 2.097 1.614 1.338
C 0.888 1.937 0.919
C 1.028 -1.619 0.324
C 1.235 -1.625 1.702
C 2.514 -1.501 2.221
C 3.593 -1.343 1.374
C 3.376 -1.310 0.002
N 4.490 -1.074 -0.885
O 4.239 -0.824 -2.044
O 5.604 -1.114 -0.412
C 2.107 -1.468 -0.533
H -0.992 -0.355 0.988
H -2.786 -3.201 -0.229
H -5.209 -3.185 -0.683
H -6.465 -1.060 -0.635
H -5.267 1.063 -0.201
H -1.499 0.889 -1.434
H -0.813 3.218 -1.750
H -1.225 3.465 -0.030
H 1.513 2.864 -2.257
H 3.799 2.268 -1.474
H 4.083 1.509 0.891
H 0.095 1.836 1.650
H 0.396 -1.752 2.370
H 2.665 -1.520 3.288
H 4.598 -1.231 1.752
H 1.964 -1.471 -1.604
*
```

molecular weight of number 6 (C20H16ClF4N5O3S)? 517.89 g mol⁻¹